(1)
24
Properties=species:S:1:pos:R:3:forces:R:3:lowdin_charge:R:1 method="wB97M-V/def2-TZVPD" smiles="N[C@]1(c2ccn[nH]2)C=CNC(=[NH2+])N1" lumo_ev=-3.18 charge=+1 multiplicity=1
N 0.06786 -0.21012 1.87027 -4.195 3.327 1.829 0.124
C -0.19745 -0.19988 0.47549 1.596 -1.586 -0.343 -0.421
C -1.62515 -0.03077 0.07894 0.138 1.492 0.013 -0.222
C -2.69487 0.12583 0.93268 -0.983 0.094 2.170 -0.001
C -3.81419 0.32453 0.07053 2.814 -0.517 0.050 -0.145
N -3.45021 0.31278 -1.16482 1.358 0.345 -2.016 0.039
N -2.08727 0.16600 -1.21539 -1.693 -0.374 0.786 0.049
C 0.31488 -1.55440 0.03638 -1.176 -1.917 -0.750 0.000
C 1.56854 -1.75736 -0.24351 1.140 0.265 -1.615 -0.089
N 2.45440 -0.66905 -0.22646 4.257 -1.912 -0.383 0.099
C 2.04479 0.56792 -0.41014 0.807 0.058 0.180 -0.425
N 2.93051 1.53652 -0.70548 2.678 -1.328 -0.081 0.199
N 0.77880 0.77208 -0.20249 -2.124 1.053 -0.642 0.204
H 1.01554 -0.19842 1.99570 3.032 -0.515 0.569 0.047
H -0.24691 0.72099 2.36997 0.380 -2.326 -1.325 0.164
H -2.79746 0.13701 2.10683 0.737 -0.235 -2.794 0.156
H -4.81021 0.49354 0.17862 -2.602 0.286 1.192 0.083
H -1.74643 0.15646 -2.18092 0.490 -0.280 1.075 0.168
H -0.24902 -2.49282 -0.13666 -0.582 1.270 0.377 0.151
H 1.95128 -2.56533 -0.88685 -0.253 -0.123 1.173 0.147
H 3.48822 -0.96612 -0.38633 -2.552 1.258 0.358 0.217
H 3.95431 1.22861 -0.83630 -2.471 0.826 0.172 0.174
H 2.68669 2.39509 -1.14723 -0.340 0.453 -0.049 0.118
H 0.46336 1.70690 -0.37282 -0.455 0.388 0.052 0.164



(2)
8
Properties=species:S:1:pos:R:3:forces:R:3:lowdin_charge:R:1 method="wB97M-V/def2-TZVPD" lumo_ev="1.65 / 2.80" charge=-1 multiplicity=1
C -0.47745 0.02472 0.07815 0.690 0.555 -0.207 -0.214
N -2.08316 -1.02847 -0.52261 -1.133 -0.723 0.434 -0.147
N -1.07355 -0.35561 -1.02874 1.458 0.899 -0.128 -0.060
N -0.99894 -0.33147 1.23107 1.601 0.975 0.035 -0.060
N -2.03742 -1.01403 0.80619 -1.246 -0.768 -0.352 -0.148
N 1.82987 0.90243 -0.15517 1.221 -0.381 -0.037 -0.264
O 2.39906 -0.17462 -0.11439 -0.647 1.025 -0.035 -0.049
O 2.44159 1.97704 -0.29451 -1.944 -1.582 0.290 -0.057



(3)
18
Properties=species:S:1:pos:R:3:forces:R:3:lowdin_charge:R:1 method="wB97M-V/def2-TZVPD" lumo_ev=0.63 multiplicity=1
O 0.31205 0.00589 -3.07530 -0.905 0.226 -0.242 -0.024
N 0.95357 -0.50408 -1.97890 0.425 0.064 0.922 0.049
C 0.52477 -0.04716 -0.86643 -0.651 -0.896 0.177 -0.191
C 1.14399 -0.51490 0.39483 0.029 -0.354 -0.060 -0.169
C 1.38960 0.45893 1.52705 0.073 0.180 -0.017 -0.040
C 0.21232 -0.46169 1.58740 -0.504 -0.544 0.028 -0.316
N -1.05155 0.13033 1.25882 -3.116 -0.698 -1.658 0.008
C -0.70931 0.82816 -0.70791 -1.845 2.194 -1.608 -0.311
O -0.72249 2.00881 -0.97050 -0.048 -2.454 1.124 0.110
H 0.35727 -0.69549 -3.73260 0.291 0.024 -0.075 0.102
H 1.81069 -1.37069 0.29418 -0.129 0.318 -0.028 0.144
H 2.23964 0.24406 2.17361 -0.249 0.091 -0.184 0.108
H 1.19176 1.51343 1.33145 0.043 -0.280 0.077 0.120
H 0.23304 -1.30391 2.28366 0.061 0.230 -0.164 0.137
H -1.44502 0.74585 1.96177 0.340 0.079 0.038 0.097
H -2.09533 -0.36185 0.62111 3.989 1.544 1.810 0.244
O -2.23908 0.12472 -0.93240 2.037 0.395 0.335 -0.118
H -2.10593 -0.80040 -1.16984 0.158 -0.119 -0.475 0.052



(4)
104
Properties=species:S:1:pos:R:3:forces:R:3:lowdin_charge:R:1 method="wB97M-V/def2-TZVPD" lumo_ev=1.83 charge=-1 multiplicity=1
Ba -0.12808 0.04694 -0.01732 0.273 -0.155 -0.819 1.776
N 1.60713 1.80466 3.84897 -0.029 -0.055 -0.019 0.170
C 0.69017 0.63668 4.16602 0.032 -0.041 -0.004 -0.490
C 0.53811 0.47243 5.66785 0.029 0.007 -0.037 -0.083
P 1.52626 -0.85445 3.41762 0.001 0.069 0.256 0.308
O 3.03962 -0.42449 3.93236 0.005 -0.021 -0.047 -0.180
O 1.12394 -2.09770 4.10086 0.032 0.037 -0.050 -0.273
O 1.47450 -0.63339 1.94546 -0.071 -0.115 -0.184 -0.502
P -0.86765 1.07123 3.25536 -0.134 0.114 0.071 0.274
O -1.54373 2.14789 4.27991 0.001 -0.043 -0.032 -0.151
O -1.73791 -0.11381 3.09657 -0.054 -0.023 0.082 -0.266
O -0.38948 1.86291 2.06826 0.085 0.021 0.087 -0.455
H 2.58719 1.51179 3.91953 0.010 0.052 -0.013 0.129
H 1.41034 2.59708 4.45783 0.028 0.012 0.000 0.160
H 1.37792 2.07854 2.87568 0.030 -0.010 0.036 0.097
H 1.49442 0.21557 6.12740 -0.001 0.003 0.011 0.082
H -0.14323 -0.35686 5.85278 -0.018 -0.004 -0.001 0.089
H 0.13675 1.37671 6.13159 -0.009 0.002 0.002 0.073
H 3.58825 -1.20946 4.03425 -0.003 0.012 0.045 0.080
H -2.25420 1.71675 4.76863 0.001 -0.004 -0.005 0.071
C 3.61234 1.81982 0.97358 0.007 -0.023 0.023 -0.176
Si 3.38238 2.06503 -0.89751 -0.021 0.030 -0.019 0.341
C 5.13461 2.16784 -1.62416 -0.012 -0.014 -0.010 -0.183
C 2.77782 3.87023 -0.91479 0.049 -0.014 0.027 -0.182
C 2.28073 0.87459 -1.71718 0.054 -0.026 0.010 -0.567
Si 2.93048 -0.83036 -1.90257 0.090 0.109 0.063 0.316
C 1.60994 -2.17351 -1.81995 0.099 -0.159 -0.001 -0.227
C 4.13252 -1.30509 -0.51238 -0.026 -0.010 -0.022 -0.184
C 3.89756 -1.12238 -3.50624 -0.029 -0.003 -0.012 -0.182
Si 1.45831 1.61124 -3.15399 0.013 0.039 0.025 0.387
C 0.54096 0.48519 -4.32708 0.066 -0.111 -0.076 -0.178
C 2.55872 2.64135 -4.31846 -0.016 0.016 0.030 -0.187
C 0.16097 2.89218 -2.49446 0.034 -0.050 -0.021 -0.288
C -0.12915 4.09047 -3.15228 0.016 0.012 -0.043 -0.073
C -0.96094 5.03054 -2.57303 -0.021 0.023 0.011 -0.078
C -1.49935 4.76686 -1.32220 0.016 -0.014 0.006 -0.074
C -1.19918 3.55039 -0.73387 -0.009 0.000 0.031 -0.192
N -0.41411 2.63357 -1.30172 -0.001 0.037 0.045 -0.043
H 4.52172 2.32239 1.31822 0.004 0.007 0.009 0.031
H 3.62832 0.78070 1.29721 0.007 -0.011 0.005 0.000
H 2.76069 2.31527 1.44991 -0.035 0.022 0.006 0.001
H 5.74641 2.91413 -1.10772 0.000 0.008 0.013 0.019
H 5.07949 2.44612 -2.68003 0.008 0.001 -0.006 0.016
H 5.65361 1.20811 -1.56805 0.002 -0.002 -0.003 0.010
H 3.50961 4.47614 -0.36880 -0.001 -0.002 0.004 0.027
H 1.81565 3.97227 -0.40634 -0.010 -0.008 0.008 0.020
H 2.67407 4.30164 -1.90988 -0.013 0.020 -0.023 0.009
H 1.30421 -2.39263 -0.78638 0.038 0.009 0.044 -0.004
H 2.03119 -3.11502 -2.19022 0.043 0.006 0.013 0.036
H 0.69679 -1.97148 -2.40152 -0.042 0.097 0.028 -0.020
H 3.60824 -1.31553 0.44661 0.002 0.000 0.011 0.005
H 4.99784 -0.64467 -0.42549 0.007 0.014 0.007 0.012
H 4.50145 -2.31820 -0.70100 0.006 -0.003 0.002 0.027
H 3.26130 -0.98803 -4.38451 0.013 0.002 0.001 0.010
H 4.30861 -2.13555 -3.54402 0.000 -0.010 0.003 0.020
H 4.72721 -0.41391 -3.58115 0.008 0.017 -0.006 0.018
H 1.26021 -0.06343 -4.94632 -0.020 0.028 0.016 0.022
H -0.07009 1.08927 -5.00574 -0.032 0.013 -0.005 0.029
H -0.10406 -0.25662 -3.83100 -0.009 0.038 0.034 -0.021
H 3.32618 1.97282 -4.71884 0.013 -0.018 -0.002 0.026
H 3.06974 3.47488 -3.83351 0.006 0.000 -0.020 0.008
H 1.99510 3.03023 -5.17208 -0.013 0.002 -0.003 0.019
H 0.32782 4.28832 -4.11366 0.003 -0.003 -0.002 0.094
H -1.17431 5.96558 -3.07798 0.002 0.003 -0.005 0.100
H -2.13181 5.48121 -0.81208 -0.006 -0.001 0.008 0.096
H -1.58967 3.29210 0.24664 -0.012 0.015 -0.002 0.093
N -3.71630 -2.27071 2.23019 -0.195 0.121 -0.152 0.125
C -3.00417 -2.91212 3.26024 0.107 -0.042 0.127 -0.268
C -3.51545 -2.95006 4.54578 0.008 -0.013 0.032 -0.036
C -2.79962 -3.58019 5.55754 -0.157 0.069 -0.005 -0.102
C -1.56215 -4.13145 5.28875 0.148 -0.060 -0.045 -0.096
C -1.03466 -4.05894 4.00454 -0.030 -0.010 0.002 -0.109
C -1.76972 -3.48369 2.98333 0.003 0.011 0.112 -0.452
S -1.17869 -3.44783 1.32556 0.187 -0.179 0.017 0.999
N -1.91383 -2.05437 0.71507 -0.428 0.144 0.092 -0.328
C -3.03990 -1.67640 1.17749 0.164 -0.044 -0.045 -0.411
C -3.76621 -0.57272 0.47856 -0.034 -0.166 0.005 -0.221
C -5.15593 -0.56965 0.44241 -0.039 0.022 -0.003 -0.012
C -5.80356 0.39984 -0.30594 -0.008 -0.031 0.023 -0.058
C -5.04366 1.32331 -0.99809 -0.063 -0.017 -0.014 -0.047
C -3.66492 1.23209 -0.91304 0.084 0.022 -0.088 -0.114
N -3.03366 0.31410 -0.19045 -0.030 0.136 0.178 0.044
H -4.46630 -1.69747 2.58576 0.010 -0.019 -0.017 0.122
H -4.47519 -2.48937 4.75408 0.000 0.003 0.000 0.107
H -3.21133 -3.62357 6.55810 -0.008 0.008 -0.003 0.094
H -0.98914 -4.59772 6.07927 0.015 -0.002 -0.009 0.099
H -0.03965 -4.42437 3.79766 0.021 -0.014 -0.003 0.101
H -5.71931 -1.34279 0.94527 -0.028 -0.010 -0.004 0.112
H -6.88452 0.41785 -0.36470 0.008 -0.020 0.012 0.106
H -5.50131 2.08479 -1.61395 0.014 0.011 0.000 0.105
H -3.03581 1.91358 -1.47152 0.013 0.005 0.010 0.100
C -3.40114 -3.42719 -2.23619 0.018 -0.068 -0.009 -0.114
C -1.92631 -3.08048 -2.50966 0.055 0.048 0.048 -0.576
C -1.44239 -3.89033 -3.71341 -0.022 0.023 -0.024 -0.119
C -1.62443 -1.60166 -2.70226 0.110 0.110 0.101 -0.226
H -3.55902 -4.50097 -2.05562 -0.016 0.011 -0.009 0.058
H -4.01467 -3.12796 -3.09313 0.003 0.004 0.010 0.065
H -3.76385 -2.88066 -1.36345 -0.029 0.030 0.033 0.041
H -1.35874 -3.43894 -1.63444 0.008 0.003 -0.042 0.078
H -1.94262 -3.52982 -4.61905 0.005 -0.007 -0.012 0.067
H -1.65338 -4.96225 -3.61580 0.005 0.007 0.008 0.059
H -0.36978 -3.75020 -3.85444 0.010 -0.010 -0.016 0.056
H -2.25963 -1.18468 -3.50755 0.041 -0.026 0.009 0.004
H -1.89942 -1.06012 -1.79053 -0.435 0.006 0.100 -0.097



Respective ΔE to the lowest compared entry with this formula, charge and spin values: 32.8; 153.5; 127.2; 19.1 kcal/mol.